# 1
This record from OMol25 describes a 7-piece molecular cluster, C18H37FN5O9 overall. The level of theory is ωB97M-V with the def2-TZVPD basis set.

The geometry in XYZ format:
```
70
C18H37FN5O9, DFT ωB97M-V with the def2-TZVPD basis set
F -0.321 -4.810 3.561
O 1.092 2.563 -2.622
O 3.714 -2.461 1.259
O 0.896 -1.552 6.611
O -4.030 2.162 3.215
O 0.998 2.809 -0.420
O -1.151 -1.988 4.841
O -2.810 4.378 -4.630
O 5.317 -2.458 3.847
O 4.446 0.894 -3.379
N -0.359 -1.092 1.601
N -1.823 -0.538 3.188
N -0.125 -1.880 2.733
N -2.013 0.587 1.163
N 2.181 -1.396 -1.762
C 2.192 -0.339 -0.953
C 1.316 -2.359 -1.452
C 0.358 -4.283 2.485
C 0.143 2.131 -3.609
C -2.324 -0.099 -1.225
C -0.281 4.361 -1.546
C 0.480 -1.198 0.450
C -1.720 0.342 -3.693
C -1.631 4.256 -1.566
C 0.903 -2.903 2.846
C -1.743 0.923 -0.231
C -1.028 -1.488 3.643
C 0.630 3.169 -1.511
C -2.735 0.564 -2.556
C 0.439 -2.307 -0.379
C -1.420 -0.309 1.927
C 1.389 -0.191 0.170
C -0.261 0.668 -3.373
H -3.338 4.364 -5.435
H -4.296 2.614 4.022
H -0.256 -3.117 -0.209
H 1.478 0.687 0.795
H 0.654 2.207 -4.567
H 1.847 -1.435 6.696
H 1.730 -2.697 2.168
H -0.689 1.131 -0.382
H -0.290 -2.171 5.269
H -2.749 1.096 1.629
H -0.731 2.783 -3.679
H -0.336 -4.197 1.647
H 3.562 -1.799 0.574
H 0.352 0.061 -4.043
H 0.025 0.385 -2.359
H -3.220 -0.499 -0.747
H -2.968 1.619 -2.410
H -3.655 0.081 -2.889
H 2.889 0.454 -1.201
H 4.816 0.846 -4.266
H -2.171 3.759 -2.366
H -3.669 1.324 3.537
H 1.161 -4.952 2.172
H 1.310 -3.234 -2.090
H -2.274 1.852 -0.427
H 4.634 -2.425 3.169
H 3.830 0.153 -3.339
H -2.080 4.973 -4.830
H 0.184 5.343 -1.504
H 4.645 -2.694 1.155
H -2.243 4.711 -0.791
H 0.541 -1.363 7.487
H -1.822 -0.695 -4.017
H -1.636 -0.917 -1.442
H -2.041 0.974 -4.527
H 1.229 -2.974 3.883
H 4.853 -2.401 4.686
```

Computed properties:
* M: 486.518 g mol⁻¹
* HOMO energy: -11.145 eV
* LUMO level: -2.861 eV
* energy: -47853.6221 eV
* net charge: +1

=====

# 2
This record from OMol25 describes a 9-piece molecular cluster, C21H37Br2Cl16F3O3S overall. The level of theory is ωB97M-V with the def2-TZVPD basis set.

The geometry in XYZ format:
```
83
C21H37Br2Cl16F3O3S, DFT ωB97M-V with the def2-TZVPD basis set
Br -1.236 2.523 2.893
Br -2.557 2.079 -0.388
Cl 10.473 1.103 6.813
Cl -2.641 -6.790 -2.848
Cl -4.506 5.035 -0.379
Cl 1.492 -6.012 -0.666
Cl -3.661 3.226 -3.557
Cl 0.405 -7.003 -4.308
Cl 5.992 -3.217 2.237
Cl 7.632 1.950 5.158
Cl 4.534 -7.842 -0.355
Cl -6.972 6.007 -2.471
Cl -8.464 9.796 -2.352
Cl -6.207 1.798 -1.783
Cl 1.102 -2.833 -1.689
Cl 4.416 -10.437 1.850
Cl -10.048 9.148 -5.292
Cl 8.111 -2.768 4.880
S 3.170 -1.392 0.771
F 0.559 0.772 1.910
F -0.558 0.284 -0.399
F -1.932 0.057 1.247
O 3.487 0.252 0.512
O 2.783 2.221 1.274
O 3.803 0.836 2.688
C 3.724 -7.862 1.234
C -2.297 -7.284 -4.530
C 8.984 1.770 7.527
C -1.276 0.962 0.517
C -5.988 5.912 0.080
C -8.467 9.945 -5.081
C 7.484 -1.511 3.772
C 1.882 2.305 0.157
C -7.162 5.500 -0.769
C 7.748 1.288 6.812
C 4.471 -8.697 2.241
C -0.127 -4.123 -1.803
C -0.274 1.742 1.399
C 6.079 -1.798 3.318
C -1.000 -8.043 -4.648
C 3.387 1.071 1.596
C 0.528 2.799 0.636
C -6.192 2.192 -3.523
C -0.023 -5.070 -0.636
C -7.701 9.386 -3.910
C -4.827 2.008 -4.133
H 2.712 -8.230 1.083
H -6.538 3.217 -3.635
H 0.650 3.688 1.251
H 7.738 0.203 6.735
H -4.900 2.127 -5.213
H 2.082 -1.222 1.534
H -3.124 -7.915 -4.852
H -0.965 -8.879 -3.954
H -1.106 -3.647 -1.797
H -6.898 1.518 -4.005
H 5.517 -8.405 2.297
H 8.951 1.444 8.565
H -8.070 5.970 -0.396
H -8.649 11.010 -4.964
H 2.297 3.032 -0.541
H 8.169 -1.445 2.931
H 6.860 1.617 7.349
H -2.280 -6.381 -5.135
H 7.500 -0.573 4.321
H 4.014 -8.577 3.221
H -4.419 1.025 -3.910
H 5.420 -1.988 4.161
H -5.782 6.976 -0.005
H 5.690 -0.948 2.760
H -7.286 4.421 -0.767
H -7.901 9.778 -5.996
H -6.699 9.810 -3.895
H -0.049 -4.529 0.306
H 1.792 1.355 -0.360
H -7.630 8.304 -3.962
H -0.847 -5.780 -0.666
H 3.677 -6.831 1.578
H -0.038 3.101 -0.246
H -6.200 5.671 1.120
H 0.013 -4.640 -2.748
H 9.059 2.854 7.496
H -0.891 -8.417 -5.664
```

Computed properties:
* SMILES string: O=C(OS)OCC[C@@](F)(Br)C(F)(F)Br.ClCCCl.ClCCCl.ClCCCl.ClCCCl.ClCCCl.ClCCCl.ClCCCl.ClCCCl
* M: 1153.641 g mol⁻¹
* HOMO energy: -9.275 eV
* LUMO level: 0.330 eV
* energy: -387952.5557 eV

=====

# 3
This record from OMol25 describes a 9-piece molecular cluster, C49H92N10O16S2 overall. The level of theory is ωB97M-V with the def2-TZVPD basis set.

The geometry in XYZ format:
```
169
C49H92N10O16S2, DFT ωB97M-V with the def2-TZVPD basis set
S -3.069 1.966 1.242
S 0.096 -1.923 -2.125
O -9.732 4.013 1.164
O 11.070 0.610 -3.033
O -4.883 1.342 -2.149
O -14.128 -0.749 1.935
O 1.046 0.057 5.329
O -0.754 -5.390 -5.324
O -1.560 -3.551 -0.022
O 1.618 -3.302 -0.584
O -4.737 -0.062 -0.496
O -0.751 -3.286 -4.848
O 1.107 3.163 3.689
O 7.317 3.336 -5.054
O 4.848 0.365 5.968
O -2.836 -1.928 0.630
O -8.510 -0.484 -0.098
O 4.801 -2.646 -2.174
N 5.521 2.014 7.311
N 2.841 -3.161 -4.062
N 13.168 1.023 -3.687
N -14.689 -0.251 -0.173
N -0.595 -1.472 5.490
N -8.926 5.916 0.310
N -7.277 0.860 1.204
N 3.209 3.905 3.593
N 4.050 -0.041 -1.191
N 6.590 1.383 -4.235
C -8.353 7.248 0.342
C -9.711 0.920 1.431
C 2.692 -0.224 -3.205
C -0.758 -4.361 -4.407
C -9.254 5.118 1.359
C 4.547 1.269 6.714
C 4.903 -5.515 -0.762
C -9.001 5.658 2.744
C -0.836 -4.730 -2.918
C 3.586 -3.699 0.635
C -0.119 -0.254 5.122
C -3.881 -2.334 -0.229
C -7.037 1.863 2.222
C 3.380 -0.835 -2.094
C 2.652 -4.150 -4.814
C 1.973 3.876 4.157
C 2.034 -3.840 -6.215
C -1.672 -2.404 0.020
C -4.326 -1.231 -1.253
C -3.323 2.109 -0.584
C 7.539 2.156 -4.825
C -13.943 -0.926 0.745
C 0.519 -4.755 -2.154
C 4.030 1.293 -1.448
C 2.923 -2.707 -0.363
C -12.901 -1.881 0.219
C 4.363 4.682 4.003
C 12.497 1.652 -1.417
C -5.495 -1.703 -2.145
C 3.467 -2.371 -1.774
C -8.472 0.369 0.779
C -0.603 -1.416 -0.522
C 3.121 1.627 7.025
C -1.071 0.710 4.464
C 1.233 -3.363 -1.972
C 2.647 -3.363 -2.647
C 3.015 -5.630 -4.572
C 4.949 -4.343 0.273
C 3.381 2.061 -2.515
C 6.668 0.008 -3.894
C -4.368 1.087 -1.147
C 1.740 4.752 5.364
C -1.938 -1.996 5.325
C 5.362 3.128 8.226
C -14.613 -0.329 -1.620
C 14.532 1.499 -3.550
C 8.847 1.494 -5.171
C 12.172 1.054 -2.763
C 2.656 1.238 -3.505
H -6.386 -2.024 -1.566
H -6.500 2.700 1.770
H 2.922 2.653 6.713
H 5.838 4.009 7.792
H 5.679 -3.594 -0.102
H -13.375 -2.662 -0.377
H 1.481 -2.891 -6.225
H 6.504 -0.082 -2.817
H 5.731 1.869 -4.025
H -9.118 5.498 -0.587
H 1.488 -4.700 -6.633
H -7.399 7.232 -0.189
H 2.414 4.467 6.173
H -9.776 1.997 1.259
H 8.679 0.678 -5.877
H -1.082 -4.975 -6.130
H -7.962 2.226 2.659
H -3.763 3.102 -0.763
H 3.707 -3.188 1.613
H 3.063 -4.335 -2.272
H 0.716 4.629 5.707
H -8.189 7.594 1.357
H 3.612 -6.040 -5.413
H 9.510 2.220 -5.634
H -4.800 -2.613 0.329
H -0.542 1.632 4.232
H 0.098 -2.058 5.927
H 11.616 1.612 -0.783
H 13.297 1.087 -0.937
H -7.938 5.864 2.879
H 2.865 -1.748 0.205
H 2.118 -0.844 -3.911
H -15.366 0.370 0.238
H 14.714 2.263 -4.308
H 12.795 2.695 -1.532
H 4.095 -6.249 -0.570
H -10.589 0.445 1.001
H 4.589 1.912 -0.720
H 0.283 -5.094 -1.121
H 4.903 -5.113 -1.793
H -5.151 -2.503 -2.840
H -1.890 0.940 5.148
H 2.137 1.663 -4.369
H 5.425 -2.119 -1.667
H -2.596 -1.280 4.844
H 2.424 0.966 6.491
H 3.299 3.296 2.792
H -9.694 0.713 2.503
H 3.444 3.155 -2.595
H -1.889 -2.902 4.718
H 2.111 -6.241 -4.390
H 15.213 0.662 -3.716
H 5.869 -0.513 -4.425
H -13.850 -1.027 -1.948
H -2.339 -2.247 6.310
H 1.181 -5.535 -2.573
H -15.583 -0.650 -2.005
H -1.108 -0.428 -0.604
H 4.665 5.325 3.173
H 1.894 5.800 5.103
H -3.059 0.654 1.628
H -9.580 6.569 2.903
H -6.483 0.453 0.731
H 2.918 -3.689 -6.887
H 0.136 -1.305 0.306
H 12.890 0.612 -4.564
H 4.150 5.297 4.871
H 3.669 -5.717 -3.675
H -6.416 1.425 3.007
H 14.718 1.920 -2.568
H 7.628 -0.419 -4.167
H 5.180 3.996 4.239
H 2.940 1.519 8.097
H 5.856 2.882 9.168
H -9.308 4.921 3.481
H -12.383 -2.348 1.051
H -5.846 -0.882 -2.806
H 5.858 -6.078 -0.649
H -9.033 7.935 -0.165
H -12.170 -1.341 -0.386
H -14.383 0.664 -2.013
H -3.436 -1.033 -1.886
H -1.469 0.294 3.535
H 5.412 -4.743 1.197
H -2.363 2.000 -1.121
H 6.455 1.727 7.064
H 4.317 3.346 8.419
H -3.618 -3.216 -0.846
H -1.236 -5.770 -2.883
H 2.867 -4.526 0.842
H -1.614 -4.097 -2.466
H 9.326 1.113 -4.267
```

Computed properties:
* SMILES string: CCC[C@@H]1O[C@@](CCC(=O)O)(SCC(=O)OC[C@@H](C)OC(=O)CS)[C@@H](N=C(C)C)[C@@]1(O)c1ccccn1.CNC(C)=O.CNC(C)=O.CNC(C)=O.CNC(C)=O.CNC(C)=O.CNC(C)=O.CNC(C)=O.CNC(C)=O
* M: 1141.463 g mol⁻¹
* HOMO energy: -8.506 eV
* LUMO level: 0.402 eV
* energy: -121635.6477 eV
* energy relative to the best compared isomer or geometry (same formula, charge and spin): 53.5 kcal per mole

=====

# 4
This record from OMol25 describes C40H37FGeN5O3Rh as an isolated structure. The level of theory is ωB97M-V with the def2-TZVPD basis set.

The geometry in XYZ format:
```
88
C40H37FGeN5O3Rh, DFT ωB97M-V with the def2-TZVPD basis set
Rh -2.051 0.248 -0.312
Ge -4.358 -0.311 -1.176
F 4.183 -0.447 -3.247
O -0.811 0.488 3.427
O -1.723 -0.282 1.556
O -0.014 -0.098 -0.670
N 3.008 0.040 2.093
N 6.281 -0.569 -1.427
N 8.564 0.106 -2.976
N -2.100 7.761 -0.316
N -1.862 2.425 -0.185
C 1.737 0.103 2.476
C -6.155 0.761 0.891
C 6.699 -1.421 -2.526
C -2.580 4.473 0.796
C 0.887 -0.060 0.232
C -5.923 -2.480 -2.186
C -1.334 4.482 -1.260
C -4.117 -2.303 1.489
C 7.392 -0.613 -3.607
C -6.758 0.917 2.126
C 4.965 -0.405 -1.011
C -4.616 -2.055 -1.942
C -1.992 5.177 -0.250
C -6.155 -3.710 -2.784
C 4.068 0.055 3.097
C 3.891 -0.395 -1.932
C -0.681 0.132 2.285
C -6.459 0.031 3.165
C -4.428 -3.029 3.769
C -3.861 -3.213 2.530
C -5.089 -4.522 -3.147
C 2.271 -0.151 -0.189
C -1.290 3.106 -1.187
C 4.647 -0.243 0.327
C -4.953 -1.188 1.677
C 3.954 0.995 4.253
C -5.566 -1.024 2.951
C 7.398 0.093 -0.788
C 4.966 1.253 3.178
C 0.655 0.060 1.621
C -5.226 -0.268 0.639
C 2.593 -0.291 -1.549
C -3.550 -2.878 -2.311
C -5.277 -1.932 3.987
C -3.785 -4.108 -2.911
C -5.246 1.047 -2.236
C 3.316 -0.104 0.741
C -2.493 3.097 0.789
C 8.145 0.954 -1.799
C -2.055 6.615 -0.284
H -6.413 1.455 0.101
H 7.504 1.738 -2.199
H 1.811 -0.305 -2.295
H -5.174 2.050 -1.819
H -3.088 4.989 1.598
H 6.735 0.152 -4.016
H -5.718 -1.774 4.963
H 9.037 0.686 -3.672
H 3.103 1.660 4.300
H 9.253 -0.586 -2.666
H -2.525 -2.564 -2.138
H -7.463 1.721 2.290
H -2.918 2.503 1.590
H 9.043 1.399 -1.374
H -5.276 -5.478 -3.616
H -6.294 0.743 -2.294
H -6.771 -1.864 -1.907
H 6.012 1.087 3.393
H -0.782 2.520 -1.943
H 5.867 -1.964 -2.957
H -4.234 -3.727 4.571
H 7.778 -1.235 -4.411
H -0.868 5.006 -2.082
H 1.558 0.188 3.539
H 4.293 0.630 5.211
H -6.933 0.144 4.132
H -4.829 1.047 -3.241
H 5.429 -0.279 1.069
H -2.956 -4.739 -3.201
H 7.063 0.742 0.018
H 4.758 2.072 2.502
H 8.084 -0.645 -0.353
H 4.490 -0.925 3.273
H 7.399 -2.172 -2.136
H -3.222 -4.066 2.346
H -7.170 -4.034 -2.972
H -3.694 -2.494 0.510
```

Computed properties:
* expectation value of S²: 8.785
* spin multiplicity: 6
* M: 830.282 g mol⁻¹
* HOMO energy (alpha / beta): -14.975 / -15.208 eV
* LUMO level (alpha / beta): -7.256 / -10.197 eV
* energy: -117887.8827 eV
* net charge: +3
* energy relative to the best compared isomer or geometry (same formula, charge and spin): 0.0 kcal per mole